Record 1
# C3H10NO

A 2-piece molecular cluster, C3H10NO overall at a distorted geometry (ωB97M-V with the def2-TZVPD basis set, the Open Molecules 2025 dataset).

Each line ends with the Mulliken charge.
Geometry (Å):
C1 0.328 -2.409 1.362  -0.637
O1 -0.115 -1.151 1.457  -0.885
H1 1.509 -2.565 1.492  0.126
H2 0.042 -3.196 2.127  0.183
H3 -0.029 -2.939 0.471  0.203
C2 0.850 1.802 -0.258  -0.902
N1 -0.066 0.729 -0.375  -0.101
C3 -1.246 0.715 -1.256  -0.704
H4 0.581 2.645 0.477  0.240
H5 1.899 1.483 -0.268  0.296
H6 0.835 2.384 -1.290  0.257
H7 0.017 0.003 0.374  0.299
H8 -2.075 -0.053 -1.052  0.218
H9 -1.015 0.711 -2.341  0.183
H10 -1.514 1.841 -0.920  0.222

Output
LUMO level in eV: 4.243
Total charge: -1
Energy above the lowest of the compared OMol25 structures with the same formula, charge and spin in kJ/mol: 227.5


Record 2
# C3H10NO

A 2-piece molecular cluster, C3H10NO overall at a distorted geometry (ωB97M-V with the def2-TZVPD basis set, the Open Molecules 2025 dataset).

Each line ends with the Löwdin spin population.
Geometry (Å):
C1 1.925 -0.482 -0.783  0.008
C2 0.449 -0.287 -0.797  0.015
C3 -0.070 2.171 -0.400  0.566
N1 0.060 0.915 0.047  0.301
H1 2.579 0.193 -1.365  0.002
H2 2.372 -0.611 0.181  0.000
H3 2.121 -1.368 -1.484  0.001
H4 0.067 -0.097 -1.826  0.003
H5 -0.006 -1.200 -0.380  0.003
H6 -0.474 2.938 0.299  0.045
H7 0.146 2.367 -1.460  0.050
H8 -0.061 0.559 0.977  0.005
H9 -2.701 -1.340 1.109  0.000
H10 -2.205 -1.831 2.531  0.000
O1 -2.024 -1.822 1.589  0.001

Output
LUMO level (spin up / spin down) in eV: 0.768 / 0.759
Total charge: 0
Expectation value of S²: 0.753
Energy above the lowest of the compared OMol25 structures with the same formula, charge and spin in kJ/mol: 37.9
Multiplicity: 2


Record 3
# C3H10NO

A 2-piece molecular cluster, C3H10NO overall at a distorted geometry (ωB97M-V with the def2-TZVPD basis set, the Open Molecules 2025 dataset).

Each line ends with the Mulliken charge.
Geometry (Å):
O1 0.974 1.106 2.887  -0.467
C1 0.627 0.274 1.827  -0.459
C2 0.891 1.130 0.581  -0.326
N1 0.511 0.417 -0.526  -0.017
C3 -1.598 -1.449 -2.386  -0.448
H1 0.912 0.647 3.720  0.328
H2 1.211 -0.649 1.776  0.354
H3 -0.431 -0.009 1.837  0.345
H4 1.963 1.442 0.540  0.391
H5 0.317 2.091 0.678  0.402
H6 0.960 0.839 -1.364  0.336
H7 -2.048 -0.990 -3.262  0.275
H8 -2.342 -1.774 -1.669  0.255
H9 -0.913 -0.766 -1.888  -0.236
H10 -1.034 -2.308 -2.750  0.268

Output
LUMO level in eV: -9.936
Total charge: +1
Energy above the lowest of the compared OMol25 structures with the same formula, charge and spin in kJ/mol: 577.2


Record 4
# C3H10NO2

An isolated ion of composition C3H10NO2 and charge +1 at a distorted geometry (ωB97M-V with the def2-TZVPD basis set, the Open Molecules 2025 dataset).

Each line ends with the Mulliken charge.
Geometry (Å):
C1 0.454 1.852 -0.091  -1.027
C2 0.615 0.609 0.816  -0.442
C3 -0.483 -0.782 0.170  0.170
N1 0.461 -1.236 -0.926  -0.315
O1 -1.571 -0.215 -0.478  -0.484
O2 -0.640 -1.729 1.096  -0.464
H1 -0.406 1.566 -0.738  0.318
H2 0.255 2.706 0.472  0.339
H3 1.281 2.080 -0.639  0.355
H4 0.244 0.927 1.761  0.369
H5 1.652 0.319 0.744  0.333
H6 0.516 -0.398 -1.486  0.359
H7 0.038 -2.016 -1.629  0.404
H8 1.352 -1.544 -0.578  0.347
H9 -2.234 -0.041 0.213  0.367
H10 -1.532 -2.098 1.294  0.373

Output
LUMO level in eV: -3.641
Total charge: +1
SMILES: CCC([NH3+])(O)O
Energy above the lowest of the compared OMol25 structures with the same formula, charge and spin in kJ/mol: 237.7


Record 5
# C3H10NO2

A 3-piece molecular cluster, C3H10NO2 overall at a distorted geometry (ωB97M-V with the def2-TZVPD basis set, the Open Molecules 2025 dataset).

Each line ends with the Mulliken charge.
Geometry (Å):
C1 -0.797 -0.937 1.634  0.057
C2 -1.888 -1.433 1.100  -0.762
C3 0.762 -1.385 -0.180  -0.284
N1 0.429 -0.927 0.973  0.001
H1 -0.839 -0.632 2.652  0.399
H2 -2.104 -1.311 0.057  0.279
H3 -2.638 -1.872 1.728  0.265
H4 1.701 -1.003 -0.564  0.276
H5 0.037 -1.975 -0.812  0.365
H6 1.269 -0.810 1.569  0.315
H7 0.677 3.420 -1.689  0.351
H8 1.826 3.384 -0.635  0.323
O1 1.390 2.871 -1.332  -0.670
H9 0.602 1.478 -1.388  0.383
H10 -0.499 0.500 -1.943  0.319
O2 0.072 0.632 -1.170  -0.618

Output
LUMO level in eV: -4.923
Total charge: +1
Energy above the lowest of the compared OMol25 structures with the same formula, charge and spin in kJ/mol: 278.7


Record 6
# C3H10NO2

A 2-piece molecular cluster, C3H10NO2 overall at a distorted geometry (ωB97M-V with the def2-TZVPD basis set, the Open Molecules 2025 dataset).

Each line ends with the Löwdin spin population.
Geometry (Å):
C1 1.475 1.777 1.923  0.045
C2 0.224 1.354 0.976  0.180
C3 0.028 -0.127 0.960  0.600
N1 -1.475 -1.748 -3.270  0.001
O1 -0.311 -0.729 -0.047  0.897
O2 0.215 -0.705 2.151  0.208
H1 1.509 2.840 2.328  0.011
H2 1.542 1.032 2.812  0.000
H3 2.451 1.510 1.389  0.002
H4 0.483 1.924 0.073  0.004
H5 -0.811 1.569 1.422  0.043
H6 -2.310 -2.169 -2.918  0.001
H7 -0.960 -1.767 -2.402  0.000
H8 -1.018 -2.366 -3.938  0.000
H9 -1.371 -0.762 -3.354  0.001
H10 0.329 -1.633 1.893  0.008

Output
LUMO level (spin up / spin down) in eV: -4.362 / -6.436
Total charge: +1
Expectation value of S²: 2.006
Energy above the lowest of the compared OMol25 structures with the same formula, charge and spin in kJ/mol: 61.5
Multiplicity: 3


Record 7
# C3H10NO2P

A 3-piece molecular cluster, C3H10NO2P overall at a distorted geometry (ωB97M-V with the def2-TZVPD basis set, the Open Molecules 2025 dataset).

Each line ends with the Mulliken charge.
Geometry (Å):
C1 0.129 0.177 -0.997  -0.704
C2 1.198 0.141 0.022  1.009
C3 2.592 0.350 -0.391  -1.360
N1 0.873 -0.269 1.157  -0.644
H1 -0.140 1.188 -1.258  0.271
H2 -0.787 -0.314 -0.612  -0.152
H3 0.424 -0.356 -1.961  0.302
H4 3.333 -0.405 -0.143  0.343
H5 2.870 1.282 0.234  0.301
H6 2.913 0.612 -1.418  0.320
H7 1.642 -0.344 1.862  0.214
O1 -2.620 0.066 -1.545  -0.411
P1 -3.448 -0.582 -0.545  0.345
H8 -4.163 0.721 -0.149  0.007
O2 -1.892 -0.677 1.692  -0.671
H9 -0.935 -0.535 1.422  0.540
H10 -1.992 -1.055 2.631  0.292

Output
LUMO level in eV: 0.166
Total charge: 0
SMILES: CC(C)=N.O=P.O
Energy above the lowest of the compared OMol25 structures with the same formula, charge and spin in kJ/mol: 437.5


Record 8
# C3H10NO2S

A 2-piece molecular cluster, C3H10NO2S overall at a distorted geometry (ωB97M-V with the def2-TZVPD basis set, the Open Molecules 2025 dataset).

Each line ends with the Mulliken charge.
Geometry (Å):
C1 -0.478 -1.321 -0.064  -0.888
O1 -1.613 -1.187 -0.708  -0.857
C2 0.530 -0.149 -0.610  0.467
C3 1.766 0.109 0.151  -0.773
S1 3.259 0.550 -0.760  -0.292
N1 -0.279 1.085 -0.803  -0.693
H1 -0.641 -1.341 0.895  0.430
H2 -0.087 -2.349 -0.354  0.289
H3 0.780 -0.507 -1.705  0.171
H4 2.121 -0.958 0.541  0.235
H5 1.764 0.764 0.963  0.423
H6 2.851 1.787 -1.029  0.084
H7 -1.314 0.901 -0.465  0.198
H8 -0.255 1.436 -1.703  0.221
H9 -2.808 1.017 1.512  0.334
H10 -2.745 -0.335 1.815  0.338
O2 -2.851 0.500 2.326  -0.689

Output
LUMO level in eV: 3.201
Total charge: -1
Energy above the lowest of the compared OMol25 structures with the same formula, charge and spin in kJ/mol: 195.0


> What is the total charge in the sixth record?

+1